No. 1
Entry from OMol25: a molecular structure, C11H27AlFeN3O9P at a distorted geometry (the ωB97M-V functional and the def2-TZVPD basis).

```
! wB97M-V def2-TZVPD RIJCOSX def2/J DEFGRID3
* xyz 0 9
Fe -2.188 0.235 1.919
Al 0.899 -1.306 3.612
O -0.630 -0.655 1.239
H -0.180 -0.609 0.411
P -1.552 0.896 4.352
O -1.887 1.726 3.078
O -2.679 0.759 5.403
O -0.141 0.853 4.753
O -1.744 -0.551 3.679
C 1.622 -3.886 -0.122
C 0.426 -4.592 0.575
O 0.309 -4.324 1.881
H 2.564 -4.046 0.399
H 1.489 -2.796 -0.098
H 1.600 -4.170 -1.175
H 0.433 -5.660 0.297
H -0.470 -4.167 0.095
C -5.006 -1.107 -1.825
O -5.781 -0.816 -2.678
N -3.752 -1.522 -2.042
C -2.898 -1.834 -0.956
C -3.185 -1.640 -3.341
H -5.273 -1.145 -0.758
H -2.062 -1.147 -0.809
H -2.359 -2.778 -1.060
H -3.486 -1.900 -0.039
H -3.171 -2.705 -3.612
H -3.797 -1.110 -4.064
H -2.148 -1.313 -3.432
C 2.999 0.445 0.345
O 2.743 0.026 1.469
N 4.002 1.339 0.068
C 4.277 1.809 -1.242
C 4.675 2.039 1.115
H 2.554 0.107 -0.613
H 5.331 1.583 -1.449
H 4.173 2.890 -1.321
H 3.728 1.268 -2.007
H 4.450 1.629 2.089
H 5.749 2.088 0.947
H 4.297 3.070 1.118
C -1.636 1.937 -0.743
O -2.155 1.191 0.238
N -0.510 2.734 -0.545
C 0.198 3.259 -1.633
C 0.151 2.917 0.746
H -1.857 1.748 -1.788
H 0.072 2.621 -2.513
H 1.261 3.280 -1.422
H -0.205 4.258 -1.808
H -0.097 3.969 0.974
H -0.367 2.388 1.532
H 1.216 2.714 0.761
*
```

Properties
calculated total energy	-3124.0965	Ha
frontier orbital gap (spin up / spin down)	0.160 / 0.185	Ha

No. 2
Entry from OMol25: a molecular structure, C11H27BaNO4 at a distorted geometry (the ωB97M-V functional and the def2-TZVPD basis).

```
! wB97M-V def2-TZVPD RIJCOSX def2/J DEFGRID3
* xyz 0 1
Ba -1.456 -0.132 -0.329
C 3.175 -2.522 -0.206
C 1.674 -2.773 -0.165
O 0.934 -1.643 -0.732
H 3.522 -2.504 -1.239
H 3.668 -3.420 0.168
H 3.594 -1.652 0.299
H 1.463 -2.919 0.894
H 1.530 -3.697 -0.725
C -2.251 -3.600 -1.431
C -2.585 -2.723 -2.667
C -3.611 -3.398 -3.641
O -3.151 -1.467 -2.338
H -1.854 -4.576 -1.710
H -3.119 -3.702 -0.780
H -1.474 -3.086 -0.866
H -1.681 -2.639 -3.270
H -3.150 -4.264 -4.117
H -3.994 -2.835 -4.492
H -4.414 -3.770 -3.005
C -0.545 -1.173 3.400
O -0.508 -0.146 2.338
C 0.398 0.898 2.792
C -0.066 2.290 2.137
N 0.026 2.093 0.593
C 1.435 2.325 0.088
C 1.741 3.881 -0.021
O 0.582 4.422 -0.584
C 0.586 5.835 -0.782
H -1.141 -0.918 4.276
H 0.422 -1.492 3.790
H -0.981 -2.102 3.033
H 1.442 0.728 2.529
H 0.546 1.122 3.848
H 0.511 3.157 2.460
H -1.083 2.550 2.429
H -0.336 2.962 0.226
H 1.477 1.944 -0.932
H 2.115 1.799 0.757
H 2.645 4.003 -0.617
H 1.890 4.298 0.975
H 1.519 6.102 -1.278
H 0.716 6.349 0.171
H -0.210 6.393 -1.275
*
```

Properties
calculated total energy	-816.3855	Ha
frontier orbital gap	0.220	Ha
energy above the lowest of the compared OMol25 structures with the same formula, charge and spin	54.3	kcal/mol

No. 3
Entry from OMol25: a molecular structure, C11H27ClIN2P2SSc at a distorted geometry (the ωB97M-V functional and the def2-TZVPD basis).

```
! wB97M-V def2-TZVPD RIJCOSX def2/J DEFGRID3
* xyz 2 1
C 2.227 -0.376 -1.277
I 0.155 1.081 0.605
H 1.634 -0.615 -0.388
H 3.318 -0.394 -1.105
H 2.048 -1.151 -2.036
Sc -2.094 -1.786 0.821
P 0.155 -2.116 2.213
C 1.819 -1.328 2.320
C -0.304 -1.998 3.976
H 0.483 -2.490 4.562
H 1.270 -4.008 3.210
H -1.270 -2.483 4.148
H 0.019 -4.551 2.022
H 1.746 -0.233 2.259
H -0.375 -0.949 4.278
C 0.824 -3.832 2.219
H 2.282 -1.593 3.282
H 1.599 -3.912 1.444
H 2.448 -1.664 1.488
P -2.712 -0.656 -1.428
C -2.046 0.638 -2.513
C -3.230 -1.858 -2.721
H -4.791 -0.394 -0.127
H -4.957 0.169 -1.824
H -4.087 1.184 -0.629
C -4.296 0.150 -0.946
H -3.539 -2.809 -2.260
H -4.062 -1.425 -3.301
H -2.741 0.798 -3.345
H -1.072 0.334 -2.901
H -2.364 -2.029 -3.382
H -1.922 1.574 -1.965
Cl -3.726 -3.294 1.218
C 0.593 3.852 -1.472
N 1.871 3.478 -0.864
C 2.466 4.081 0.238
C 3.489 3.287 0.644
N 3.521 2.204 -0.227
C 2.516 2.320 -1.139
S 1.824 1.140 -2.194
H 0.525 3.373 -2.458
H -0.251 3.523 -0.839
H 0.600 4.943 -1.574
H 2.090 5.000 0.652
H 4.123 3.377 1.522
H 4.192 1.437 -0.204
*
```

Properties
calculated total energy	-3143.8866	Ha
frontier orbital gap	0.232	Ha
energy above the lowest of the compared OMol25 structures with the same formula, charge and spin	25.2	kcal/mol

No. 4
Entry from OMol25: 5 unconnected molecules or ions with the total composition C11H27ClN3O4S at a distorted geometry (the ωB97M-V functional and the def2-TZVPD basis).

```
! wB97M-V def2-TZVPD RIJCOSX def2/J DEFGRID3
* xyz -1 1
Cl -0.032 -0.755 -2.301
C 5.232 -1.301 0.689
C 4.560 -2.567 1.126
O 5.205 -3.462 1.663
N 3.262 -2.607 0.954
C 2.499 -3.796 1.391
H 5.850 -0.982 1.528
H 4.424 -0.595 0.495
H 5.793 -1.512 -0.222
H 2.888 -2.018 0.224
H 2.688 -4.714 0.836
H 1.461 -3.515 1.213
H 2.597 -3.848 2.476
C -0.166 0.818 2.611
C -1.430 1.714 2.461
O -1.870 2.316 3.434
N -2.031 1.680 1.223
C -3.153 2.467 0.794
H 0.017 0.746 3.683
H 0.760 1.305 2.303
H -0.278 -0.145 2.113
H -1.522 1.191 0.501
H -3.249 2.265 -0.273
H -2.982 3.544 0.809
H -4.024 2.045 1.295
C 0.084 3.863 -3.939
C 0.329 4.631 -2.585
O -0.153 5.769 -2.538
N 1.159 4.078 -1.661
C 1.612 4.693 -0.423
H -0.796 3.278 -3.671
H 0.837 3.165 -4.304
H -0.105 4.557 -4.758
H 1.379 3.096 -1.741
H 1.038 4.155 0.331
H 1.350 5.742 -0.285
H 2.676 4.581 -0.216
C -3.858 -2.873 0.288
S -3.983 -4.744 0.141
O -5.430 -5.003 -0.350
C -2.976 -4.969 -1.339
H -4.808 -2.423 0.578
H -3.577 -2.456 -0.679
H -3.114 -2.511 0.997
H -3.151 -5.949 -1.782
H -1.938 -4.812 -1.048
H -3.075 -4.142 -2.042
*
```

Properties
calculated total energy	-1759.0073	Ha
frontier orbital gap	0.273	Ha
energy above the lowest of the compared OMol25 structures with the same formula, charge and spin	58.3	kcal/mol

No. 5
Entry from OMol25: a molecular structure, C11H27FN2O8PV at a distorted geometry (the ωB97M-V functional and the def2-TZVPD basis).

```
! wB97M-V def2-TZVPD RIJCOSX def2/J DEFGRID3
* xyz 0 3
V 0.515 0.076 -0.250
F 1.025 -1.628 0.729
O 0.308 1.920 -1.166
C 0.638 1.846 -2.530
C 0.479 0.433 -3.127
O 0.715 -0.606 -2.235
H 1.690 2.171 -2.623
H 0.053 2.579 -3.101
H 1.093 0.349 -4.039
H -0.546 0.384 -3.544
C 4.268 0.128 1.719
C 3.741 0.294 0.306
O 2.581 0.587 0.083
N 4.594 0.074 -0.695
C 4.203 0.147 -2.098
H 3.412 -0.179 2.315
H 4.572 1.105 2.101
H 5.105 -0.562 1.744
H 5.528 -0.239 -0.500
H 3.610 1.054 -2.216
H 3.592 -0.709 -2.388
H 5.070 0.172 -2.752
C 0.666 1.789 3.763
C -0.188 1.692 2.532
O 0.085 0.880 1.657
N -1.308 2.424 2.483
C -2.118 2.577 1.283
H 0.386 2.593 4.442
H 1.725 1.789 3.529
H 0.472 0.848 4.290
H -1.450 3.166 3.145
H -1.527 2.516 0.364
H -2.623 3.539 1.268
H -2.854 1.772 1.210
C -1.359 -3.005 -1.753
O -2.606 -2.324 -1.580
P -2.673 -1.235 -0.411
O -1.494 -0.375 -0.317
O -3.047 -2.093 0.887
C -2.042 -2.629 1.762
O -3.987 -0.416 -0.710
C -5.197 -1.102 -0.982
H -1.485 -4.067 -1.541
H -0.534 -2.571 -1.182
H -0.997 -2.935 -2.781
H -1.881 -1.974 2.617
H -1.087 -2.764 1.252
H -2.417 -3.598 2.085
H -6.026 -0.586 -0.493
H -5.234 -2.093 -0.519
H -5.445 -1.215 -2.035
*
```

Properties
calculated total energy	-2532.1868	Ha
frontier orbital gap (spin up / spin down)	0.275 / 0.285	Ha

No. 6
Entry from OMol25: 6 unconnected molecules or ions with the total composition C11H27FN2O8S at a distorted geometry (the ωB97M-V functional and the def2-TZVPD basis).

```
! wB97M-V def2-TZVPD RIJCOSX def2/J DEFGRID3
* xyz 0 1
C -0.411 0.814 0.622
O -0.936 -0.468 0.275
C -1.014 -0.702 -1.092
C 0.098 -1.722 -1.561
C 1.082 -1.047 -2.407
N 1.775 -0.417 -3.068
C 0.732 -2.517 -0.408
C 1.593 -1.722 0.455
N 2.319 -1.141 1.126
S -0.689 -3.016 -2.566
O 0.278 -3.895 -3.118
O -1.786 -3.525 -1.817
F -1.249 -2.130 -3.717
H -0.906 1.618 0.075
H -0.560 0.972 1.686
H 0.662 0.855 0.417
H -1.994 -1.100 -1.359
H -0.881 0.224 -1.658
H 1.345 -3.320 -0.829
H -0.063 -2.971 0.186
C -1.933 2.339 4.664
O -1.001 1.854 3.704
H -2.742 2.813 4.114
H -2.344 1.525 5.266
H -1.474 3.079 5.325
H -0.277 1.435 4.179
C 5.175 -0.836 -1.678
O 5.495 -0.434 -3.002
H 6.108 -0.977 -1.137
H 4.581 -0.073 -1.169
H 4.625 -1.783 -1.679
H 4.667 -0.310 -3.477
C -4.662 -0.372 -2.873
O -3.401 -0.101 -3.477
H -5.204 0.569 -2.821
H -5.245 -1.079 -3.469
H -4.547 -0.765 -1.859
H -2.911 -0.925 -3.531
C 5.710 1.041 1.967
O 5.159 0.486 3.159
H 6.358 1.866 2.250
H 6.292 0.284 1.435
H 4.912 1.409 1.318
H 4.587 -0.239 2.886
C -4.792 2.355 1.718
O -3.688 2.041 0.878
H -4.867 1.563 2.459
H -4.642 3.308 2.234
H -5.726 2.398 1.152
H -3.612 2.736 0.219
*
```

Properties
calculated total energy	-1644.6604	Ha
frontier orbital gap	0.379	Ha
SMILES string	COC[C@@](C#N)(CC#N)S(=O)(=O)F.CO.CO.CO.CO.CO
energy above the lowest of the compared OMol25 structures with the same formula, charge and spin	0.0	kcal/mol

No. 7
Entry from OMol25: a molecular structure, C11H27InNOSn at a distorted geometry (the ωB97M-V functional and the def2-TZVPD basis).

```
! wB97M-V def2-TZVPD RIJCOSX def2/J DEFGRID3
* xyz 1 1
C -1.030 3.575 -0.006
C -2.159 3.165 -0.956
N -3.110 2.261 -0.292
In -2.517 0.215 -0.069
C -1.515 -0.209 1.922
C -0.219 0.573 2.132
C 0.902 -0.355 2.662
C 1.754 -1.013 1.550
C 1.445 -2.510 1.318
C 0.668 -2.772 0.024
C 1.545 -2.665 -1.241
C 1.245 -1.424 -2.106
O 2.475 -0.992 -2.707
C 2.729 0.367 -2.427
H -1.345 3.522 1.034
H -0.820 4.625 -0.197
H -0.116 3.016 -0.179
H -1.745 2.786 -1.893
H -2.696 4.086 -1.210
H -3.966 2.163 -0.835
H -1.554 -0.388 -1.411
H -4.075 -0.719 -0.023
H -2.259 0.076 2.664
H -1.402 -1.289 1.951
H -0.397 1.400 2.815
H 0.137 0.971 1.179
H 0.474 -1.120 3.305
H 1.586 0.278 3.226
H 2.793 -0.912 1.858
H 1.638 -0.489 0.600
H 0.849 -2.905 2.142
H 2.383 -3.062 1.289
H 0.284 -3.791 0.088
H -0.216 -2.130 -0.009
H 2.596 -2.594 -0.973
H 1.340 -3.535 -1.859
H 0.851 -0.606 -1.504
H 0.553 -1.704 -2.900
H 3.609 0.693 -2.979
H 1.886 0.975 -2.769
H 2.941 0.541 -1.367
Sn -5.542 1.894 -1.850
*
```

Properties
calculated total energy	-969.1583	Ha
frontier orbital gap	0.136	Ha

No. 8
Entry from OMol25: a molecular structure, C11H27O17P2V2 at a distorted geometry (the ωB97M-V functional and the def2-TZVPD basis).

```
! wB97M-V def2-TZVPD RIJCOSX def2/J DEFGRID3
* xyz 1 1
O -0.062 10.777 3.063
V -0.752 9.564 2.248
O -0.760 10.044 0.738
O -8.992 6.339 0.428
V -8.073 6.347 1.712
O -9.031 5.763 2.914
O -2.203 2.310 0.272
C -2.632 3.405 0.879
O -1.767 4.236 1.323
O -3.864 3.558 1.063
H -1.296 2.532 0.497
C 4.242 4.184 2.032
O 4.747 4.522 0.747
P 4.598 6.102 0.299
O 3.621 6.854 1.061
O 6.143 6.540 0.446
C 7.165 5.822 -0.328
O 4.455 6.121 -1.232
C 3.273 5.779 -1.879
H 5.046 3.842 2.684
H 3.509 3.382 1.950
H 3.771 4.951 2.646
H 7.737 5.269 0.417
H 7.787 6.531 -0.875
H 6.717 5.191 -1.095
H 2.435 5.905 -1.193
H 3.217 4.842 -2.433
H 3.123 6.599 -2.581
C -1.598 -6.651 -5.593
O -0.310 -6.232 -5.947
P 0.207 -4.725 -5.629
O -0.659 -3.597 -6.006
O 0.511 -4.692 -4.037
C -0.506 -4.437 -3.057
O 1.672 -4.538 -6.193
C 1.912 -4.162 -7.559
H -1.986 -6.882 -6.586
H -2.187 -5.828 -5.190
H -1.807 -7.454 -4.887
H -1.197 -5.250 -3.283
H -0.952 -3.452 -3.200
H -0.295 -4.521 -1.991
H 2.454 -4.945 -8.089
H 2.630 -3.359 -7.396
H 0.944 -3.917 -7.995
O -1.897 -3.850 4.890
C -3.042 -4.123 5.132
O -3.433 -5.335 5.379
C -2.650 -6.449 5.283
C -2.119 -6.875 6.658
C -4.027 -3.107 4.791
H -1.796 -6.254 4.634
H -3.198 -7.271 4.822
H -1.739 -6.028 7.228
H -1.458 -7.741 6.599
H -2.864 -7.209 7.380
H -3.976 -2.246 5.457
H -5.060 -3.456 4.764
H -3.729 -2.724 3.816
*
```

Properties
calculated total energy	-4284.6447	Ha
frontier orbital gap	0.083	Ha

No. 9
Entry from OMol25: a molecular structure, C11H28As2Br4CaF12LiNNaO6PS at a distorted geometry (the ωB97M-V functional and the def2-TZVPD basis).

```
! wB97M-V def2-TZVPD RIJCOSX def2/J DEFGRID3
* xyz 0 1
N 0.105 -4.415 -1.341
C -0.478 -3.195 -1.703
C -1.950 -2.691 -1.090
S -3.299 -3.541 -2.138
H 1.030 -4.516 -1.855
H 0.142 -2.564 -2.486
H -2.083 -1.522 -1.135
H -1.951 -3.077 0.036
H -3.636 -4.767 -1.523
H -4.469 -2.718 -2.103
F -0.593 -1.824 2.265
As -1.069 -3.011 3.556
F -2.322 -1.845 4.166
F 0.157 -2.280 4.680
F -1.545 -4.198 4.847
F 0.184 -4.176 2.946
F -2.296 -3.741 2.432
Ca -1.069 -3.434 1.209
O 2.990 -3.697 3.255
H 2.072 -3.838 3.396
C 6.245 -1.039 2.089
C 4.761 -1.402 1.905
O 4.328 -0.733 0.849
H 6.385 0.034 2.269
H 6.652 -1.572 2.957
H 6.848 -1.324 1.218
H 4.292 -1.203 2.881
H 4.735 -2.503 1.875
C 5.198 3.087 1.621
Br 5.080 4.326 0.125
Br 7.020 2.924 2.283
Br 3.950 3.545 3.041
H 4.906 2.102 1.244
F -4.829 -5.862 1.989
As -4.669 -6.176 3.772
F -6.470 -6.030 3.960
F -4.493 -4.393 4.071
F -4.509 -6.490 5.554
F -2.868 -6.322 3.584
F -4.845 -7.960 3.473
Na -0.070 -3.662 -3.907
Li -0.670 -6.677 2.269
O -1.063 5.764 -2.029
P -0.740 4.271 -2.281
O -0.856 4.379 -3.930
C 0.158 5.070 -4.639
C 1.470 4.312 -4.619
O -2.288 3.724 -2.002
C -3.195 4.500 -1.234
C -3.988 5.453 -2.116
O -0.378 2.603 -2.563
C 0.791 2.085 -1.948
C 0.943 2.489 -0.494
H 0.284 6.077 -4.234
H -0.184 5.170 -5.674
H 1.911 4.341 -3.618
H 2.189 4.755 -5.314
H 1.321 3.261 -4.884
H -2.669 5.029 -0.432
H -3.885 3.813 -0.747
H -3.351 6.008 -2.812
H -4.542 6.172 -1.505
H -4.701 4.897 -2.730
H 1.668 2.395 -2.521
H 0.733 0.994 -2.014
H 1.049 3.573 -0.390
H 1.832 2.022 -0.060
H 0.065 2.189 0.088
Br 0.530 7.034 -1.835
*
```

Properties
calculated total energy	-18494.4562	Ha
frontier orbital gap	0.061	Ha